Formula: C4H7NO
Source: OMol25
Level of theory: ωB97M-V/def2-TZVPD

Its SMILES is CC1=NCCO1. The charge is 0. Its LUMO energy is 1.04 eV.

Last column: natural (NBO) charge in e.
Cartesian coordinates (Å):
C  -0.484  -1.318  -1.679  -0.668
C  -0.185  -0.389  -0.519  0.551
N  0.967  -0.425  0.027  -0.495
C  1.028  0.692  0.960  -0.280
C  -0.406  1.073  1.190  -0.093
O  -1.088  0.546  -0.068  -0.506
H  -1.447  -1.834  -1.628  0.228
H  0.318  -2.065  -1.694  0.246
H  -0.444  -0.782  -2.634  0.233
H  1.355  0.454  1.971  0.203
H  1.698  1.479  0.576  0.195
H  -0.471  2.129  1.534  0.208
H  -0.844  0.441  1.964  0.178

---

Formula: C4H7NO
Source: OMol25
Level of theory: ωB97M-V/def2-TZVPD

The charge is 0. Its LUMO energy is 0.60 eV.

Last column: natural (NBO) charge in e.
Cartesian coordinates (Å):
C  -1.407  -0.605  0.436  -0.688
C  -0.090  -0.702  -0.286  0.192
C  0.254  0.412  -1.194  -0.334
N  0.728  1.397  -0.202  -0.548
C  1.416  0.825  0.719  0.410
O  1.394  -0.453  0.953  -0.584
H  -1.206  -0.761  1.495  0.254
H  -2.093  -1.400  0.111  0.238
H  -1.907  0.363  0.303  0.231
H  0.339  -1.674  -0.407  0.216
H  1.051  0.156  -1.909  0.206
H  -0.579  0.861  -1.760  0.227
H  2.046  1.490  1.320  0.181

---

Formula: C4H7NO
Source: OMol25
Level of theory: ωB97M-V/def2-TZVPD

The charge is 0. Its LUMO energy is 0.64 eV.

Last column: natural (NBO) charge in e.
Cartesian coordinates (Å):
C  2.159  0.939  0.826  -0.308
C  0.233  -0.760  -0.367  -0.513
C  -1.238  -1.203  -0.375  -0.209
N  -1.595  0.194  -0.134  -0.600
C  -0.315  0.629  -0.095  0.704
O  0.172  1.726  0.122  -0.576
H  2.547  1.623  0.053  0.100
H  1.969  1.623  1.665  0.098
H  0.852  -1.124  0.448  0.274
H  0.781  -0.860  -1.305  0.238
H  -1.514  -1.864  0.445  0.193
H  -1.587  -1.594  -1.328  0.191
H  -2.465  0.672  0.045  0.408

---

Formula: C4H7NO
Source: OMol25
Level of theory: ωB97M-V/def2-TZVPD

Its SMILES is NC1=CCCO1. The charge is 0. Its LUMO energy is 1.10 eV.

Last column: natural (NBO) charge in e.
Cartesian coordinates (Å):
N  -0.509  2.028  0.927  -0.818
C  -0.333  0.817  0.288  0.516
O  -1.037  0.474  -0.802  -0.540
C  0.550  -0.122  0.689  -0.483
C  0.855  -1.104  -0.411  -0.463
C  -0.557  -1.146  -0.913  -0.033
H  0.324  2.360  1.398  0.394
H  -1.053  2.752  0.490  0.393
H  0.878  -0.242  1.700  0.213
H  1.572  -0.753  -1.177  0.199
H  1.262  -2.029  0.022  0.229
H  -1.148  -1.816  -0.257  0.200
H  -0.803  -1.219  -1.955  0.194

---

Formula: C4H7NO
Source: OMol25
Level of theory: ωB97M-V/def2-TZVPD

Its SMILES is ON=C1CCC1. The charge is 0. Its LUMO energy is 1.07 eV.

Last column: natural (NBO) charge in e.
Cartesian coordinates (Å):
O  -1.359  0.499  2.059  -0.593
N  -0.470  -0.556  1.752  -0.149
C  -0.014  -0.307  0.589  0.233
C  -0.457  0.752  -0.355  -0.481
C  0.636  0.260  -1.346  -0.395
C  0.932  -0.968  -0.418  -0.447
H  -1.620  0.327  2.973  0.478
H  -1.493  0.253  -0.492  0.240
H  -0.496  1.817  -0.043  0.242
H  0.279  0.030  -2.353  0.208
H  1.503  0.933  -1.420  0.210
H  0.571  -1.929  -0.815  0.225
H  1.988  -1.111  -0.130  0.229

---

Formula: C4H7NO
Source: OMol25
Level of theory: ωB97M-V/def2-TZVPD

Its SMILES is C=NC/C=C/O. The charge is 0. Its LUMO energy is 0.99 eV.

Last column: natural (NBO) charge in e.
Cartesian coordinates (Å):
O  1.890  1.859  -1.292  -0.671
C  1.265  0.790  -0.741  0.163
C  -1.943  -1.314  -0.138  -0.062
N  -1.484  -0.506  0.716  -0.378
C  -0.041  -0.507  0.902  -0.269
C  0.521  0.775  0.362  -0.323
H  1.811  2.604  -0.681  0.476
H  1.438  -0.110  -1.328  0.175
H  -1.317  -2.041  -0.679  0.137
H  -3.007  -1.295  -0.374  0.174
H  0.451  -1.362  0.403  0.169
H  0.172  -0.588  1.975  0.207
H  0.246  1.696  0.875  0.203

---

Formula: C4H7NO
Source: OMol25
Level of theory: ωB97M-V/def2-TZVPD

Its SMILES is CC1=NCCO1. The charge is 0. Its LUMO energy is 1.04 eV.

Last column: natural (NBO) charge in e.
Cartesian coordinates (Å):
C  2.064  -0.294  0.061  -0.666
C  0.622  -0.145  0.375  0.555
N  0.101  0.965  0.710  -0.491
C  -1.212  0.929  0.068  -0.273
C  -1.511  -0.559  -0.125  -0.097
O  -0.187  -1.127  -0.115  -0.500
H  2.659  0.385  0.669  0.242
H  2.091  0.072  -0.973  0.235
H  2.452  -1.311  0.078  0.227
H  -1.984  1.504  0.581  0.209
H  -1.020  1.380  -0.915  0.185
H  -1.958  -0.802  -1.091  0.193
H  -2.116  -0.997  0.677  0.179

---

Formula: C4H7NO
Source: OMol25
Level of theory: ωB97M-V/def2-TZVPD

Its SMILES is CCOCC#N. The charge is 0. Its LUMO energy is 0.88 eV.

Last column: natural (NBO) charge in e.
Cartesian coordinates (Å):
C  0.767  -1.217  1.409  -0.622
C  0.294  -0.737  0.054  -0.072
O  -0.503  0.422  0.249  -0.512
C  -1.058  0.915  -0.932  -0.159
C  -0.035  1.404  -1.890  0.242
N  0.774  1.765  -2.633  -0.307
H  -0.084  -1.476  2.045  0.214
H  1.401  -2.101  1.295  0.216
H  1.347  -0.434  1.907  0.218
H  -0.303  -1.513  -0.453  0.164
H  1.149  -0.495  -0.596  0.179
H  -1.708  1.751  -0.662  0.234
H  -1.666  0.156  -1.448  0.205

---

Formula: C4H7NO
Source: OMol25
Level of theory: ωB97M-V/def2-TZVPD

Its SMILES is O=CCN1CC1. The charge is 0. Its LUMO energy is 1.01 eV.

Last column: natural (NBO) charge in e.
Cartesian coordinates (Å):
O  -2.851  -0.407  1.025  -0.515
C  -1.688  -0.535  0.716  0.416
C  -0.790  0.689  0.589  -0.328
N  0.430  0.714  -0.188  -0.413
C  0.807  -0.121  -1.294  -0.246
C  1.620  -0.075  -0.037  -0.244
H  -1.265  -1.551  0.573  0.109
H  -0.540  0.975  1.620  0.230
H  -1.444  1.487  0.216  0.229
H  1.128  0.402  -2.193  0.199
H  0.311  -1.073  -1.493  0.183
H  1.598  -0.993  0.549  0.181
H  2.572  0.465  -0.002  0.199

---

Formula: C4H7NO
Source: OMol25
Level of theory: ωB97M-V/def2-TZVPD

Its SMILES is C[C@@H]1C(=O)N1C. The charge is 0. Its LUMO energy is 0.87 eV.

Last column: natural (NBO) charge in e.
Cartesian coordinates (Å):
C  1.850  0.220  0.008  0.708
C  0.508  0.616  0.593  -0.147
C  -0.331  1.687  0.043  -0.646
C  0.406  -1.931  -0.446  -0.415
N  0.798  -0.557  -0.269  -0.437
O  3.012  0.375  -0.047  -0.561
H  0.717  0.433  1.692  0.190
H  -1.303  1.908  0.538  0.218
H  -0.623  1.414  -1.007  0.231
H  0.214  2.660  0.125  0.228
H  -0.633  -2.008  -0.720  0.208
H  0.952  -2.444  -1.289  0.224
H  0.630  -2.365  0.535  0.198

---

Formula: C4H7NO
Source: OMol25
Level of theory: ωB97M-V/def2-TZVPD

Its SMILES is CCOCC#N. The charge is 0. Its LUMO energy is 0.89 eV.

Last column: natural (NBO) charge in e.
Cartesian coordinates (Å):
C  1.352  0.363  1.422  -0.621
C  0.646  0.191  0.095  -0.076
O  -0.399  -0.760  0.264  -0.512
C  -1.201  -0.916  -0.869  -0.159
C  -1.759  0.382  -1.319  0.244
N  -2.101  1.442  -1.627  -0.309
H  1.830  -0.565  1.748  0.213
H  2.117  1.140  1.331  0.216
H  0.633  0.674  2.185  0.218
H  1.337  -0.147  -0.694  0.165
H  0.218  1.151  -0.224  0.182
H  -2.019  -1.591  -0.599  0.234
H  -0.653  -1.363  -1.714  0.205

---

Formula: C4H7NO
Source: OMol25
Level of theory: ωB97M-V/def2-TZVPD

The charge is 0. Its LUMO energy (alpha / beta) is 0.56 / 0.58 eV.

Last column: natural (NBO) charge in e.
Cartesian coordinates (Å):
C  1.559  -0.764  -0.020  -0.734
C  -1.574  -0.618  0.040  -0.153
O  -1.335  0.289  0.936  -0.357
C  -0.821  1.474  0.778  -0.167
C  1.186  -0.075  -1.252  0.300
N  0.875  0.479  -2.221  -0.353
H  1.052  -0.289  0.827  0.262
H  1.275  -1.817  -0.074  0.257
H  2.639  -0.686  0.127  0.253
H  -2.060  -1.508  0.408  0.174
H  -1.362  -0.401  -1.000  0.172
H  -0.742  2.060  1.680  0.175
H  -0.692  1.857  -0.228  0.172

---

ΔE to the lowest compared entry with this formula, charge and spin: 31.9; 61.5; 121.2; 55.0; 78.4; 50.2; 29.0; 34.5; 63.3; 63.5; 35.3; 107.2 (kcal per mole)